ORCA calculation (wB97M-V/def2-TZVPD) on C17H23N2PPdS2 as an isolated structure.

Structure (XYZ):
```
46
C17H23N2PPdS2 | OMol25 | wB97M-V/def2-TZVPD
Pd 0.06816 0.38536 0.71463
C -3.00183 3.85281 0.24600
C -2.20286 2.59031 0.05536
S -1.21542 2.07559 1.43180
C -2.22380 1.84230 -1.02921
C -3.01276 2.13918 -2.26975
S -1.28901 0.33358 -1.10533
H -2.83772 4.27197 1.23910
H -4.07233 3.67467 0.13758
H -2.71577 4.61653 -0.47973
H -3.67918 2.98774 -2.13053
H -3.61901 1.27843 -2.56266
H -2.35496 2.36101 -3.11316
N 2.33644 1.45498 -1.18876
N 2.00603 1.88067 0.13958
H 2.76528 2.21812 -1.70726
H 1.44822 1.22401 -1.63842
H 1.64287 2.83151 0.15298
H 2.84973 1.83457 0.70203
C 0.98338 -2.58207 -1.05275
P 1.22435 -1.64244 0.47883
C 0.49746 -2.72086 1.75450
C 0.27130 -2.19424 3.02268
C -0.30641 -2.96257 4.02061
C -0.66746 -4.27630 3.76207
C -0.43529 -4.81939 2.50690
C 0.14765 -4.04816 1.51159
C 2.99981 -1.77367 0.83690
C 3.52564 -2.43574 1.93855
C 4.90055 -2.49853 2.12172
C 5.75647 -1.90112 1.21111
C 5.23741 -1.22469 0.11402
C 3.86619 -1.15440 -0.06856
H 1.42749 -3.57504 -1.00351
H 1.45671 -2.03092 -1.86549
H -0.08423 -2.64567 -1.25948
H 0.56708 -1.17081 3.24820
H -0.48224 -2.53031 4.99603
H -1.12813 -4.87578 4.53548
H -0.71028 -5.84401 2.29715
H 0.31585 -4.49650 0.54449
H 2.87039 -2.91057 2.65749
H 5.30149 -3.01952 2.98025
H 6.82673 -1.95708 1.35615
H 5.89793 -0.74425 -0.59462
H 3.46524 -0.59533 -0.90442
```

Values from the calculation:
E_LUMO (alpha / beta)	-0.60 / -0.60	eV
orbital gap (alpha / beta)	0.2195 / 0.2195	hartree
energy	-55421.4670	eV
energy above the lowest of the compared OMol25 structures with the same formula, charge and spin	86.4	kJ/mol